The following is a DFT calculation (ωB97M-V with the def2-TZVPD basis set) of 11 unconnected molecules or ions with the total composition C31H94O41P10 at a distorted geometry.

Last column: Mulliken charge in e.
Element x y z (Å)
C  13.852  13.698  -8.453  -0.3324
O  13.913  14.735  -9.378  -0.3917
P  15.365  15.137  -10.102  0.6548
O  15.239  16.389  -10.915  -0.7592
O  16.422  15.133  -8.861  0.3254
C  16.813  16.288  -8.152  -0.8947
O  15.796  13.857  -10.970  -0.3208
C  16.897  14.008  -11.848  -0.7595
H  13.151  12.940  -8.803  0.2896
H  13.626  14.022  -7.437  0.3369
H  14.715  13.037  -8.368  -0.2087
H  16.568  16.295  -7.090  0.3587
H  16.403  17.194  -8.600  0.5819
H  17.891  16.398  -8.264  0.1264
H  16.968  13.184  -12.558  0.3485
H  17.740  14.023  -11.158  0.2263
H  16.975  14.909  -12.457  0.4948
C  23.777  18.567  -17.512  -0.7728
O  23.996  18.921  -16.141  -0.3351
P  23.153  18.109  -14.960  0.6765
O  23.397  16.654  -14.890  -0.7570
O  21.607  18.502  -15.278  -0.4638
C  20.645  18.235  -14.265  -0.5223
O  23.498  18.947  -13.657  0.4907
C  23.648  20.397  -13.783  -0.8297
H  23.951  19.555  -17.938  0.2710
H  22.765  18.299  -17.813  0.3243
H  24.500  17.795  -17.777  0.2590
H  20.321  19.170  -13.808  0.2902
H  21.011  17.580  -13.475  0.0156
H  19.774  17.878  -14.815  0.4351
H  23.397  20.825  -12.813  0.2538
H  22.967  20.818  -14.523  0.4634
H  24.615  20.737  -14.154  0.2499
C  19.512  17.104  -10.937  -0.3091
O  19.694  17.782  -9.679  0.0676
P  19.978  19.388  -9.697  1.2388
O  19.393  20.131  -10.861  -0.8364
O  21.601  19.557  -9.544  -0.1728
C  22.433  19.173  -10.544  1.0477
O  19.411  19.886  -8.302  -0.4862
C  19.664  19.370  -7.009  -0.4430
H  19.385  17.830  -11.740  0.4312
H  18.661  16.427  -10.865  -0.3867
H  20.360  16.481  -11.223  0.1479
H  23.168  19.853  -10.972  -1.1580
H  21.805  18.782  -11.345  -0.3042
H  23.051  18.341  -10.204  0.2409
H  19.622  20.177  -6.277  0.3336
H  20.612  18.835  -6.960  0.1142
H  18.809  18.724  -6.807  0.2423
C  17.315  11.263  -8.967  -0.2685
O  17.382  10.106  -8.115  0.0586
P  17.444  8.650  -8.828  0.9921
O  18.705  8.241  -9.483  -0.6860
O  16.915  7.630  -7.657  -0.3175
C  16.820  6.252  -7.966  -0.8333
O  16.187  8.690  -9.834  -0.3209
C  14.886  8.941  -9.390  -0.6998
H  16.357  11.771  -8.849  -0.4522
H  17.518  11.068  -10.020  0.3968
H  18.157  11.897  -8.689  0.3212
H  15.803  5.986  -7.676  0.2889
H  17.569  5.609  -7.502  0.2959
H  16.924  6.025  -9.027  0.3429
H  14.881  9.540  -8.480  0.2984
H  14.370  8.002  -9.187  0.2726
H  14.303  9.437  -10.167  0.2581
C  23.995  23.686  -8.326  -0.8979
O  24.332  22.374  -8.746  -0.1415
P  25.197  22.110  -10.067  0.4699
O  24.626  22.737  -11.302  -0.7234
O  26.686  22.538  -9.741  -0.3179
C  27.038  23.908  -9.810  -0.6732
O  25.350  20.503  -10.113  0.4738
C  26.069  19.923  -11.143  -0.4393
H  24.614  24.053  -7.508  0.3074
H  22.945  23.783  -8.051  0.2764
H  24.012  24.419  -9.133  0.3907
H  27.824  24.127  -9.087  0.2534
H  26.252  24.647  -9.655  0.2855
H  27.486  24.146  -10.775  0.2706
H  25.977  20.370  -12.133  0.4091
H  25.665  18.945  -11.405  -0.0884
H  27.088  19.698  -10.827  0.1502
C  24.267  9.255  -6.353  -0.5531
O  24.593  9.792  -7.629  -0.2437
P  26.089  10.495  -7.875  1.0228
O  27.226  9.687  -7.376  -0.7292
O  26.199  10.866  -9.470  -0.2605
C  27.272  11.712  -9.866  -0.7098
O  25.867  11.938  -7.127  -0.5007
C  24.886  12.883  -7.576  -0.0661
H  24.322  8.168  -6.404  0.2880
H  23.252  9.472  -6.021  0.0290
H  24.949  9.587  -5.570  0.3602
H  27.551  11.558  -10.908  0.2595
H  28.104  11.416  -9.226  0.3845
H  27.062  12.756  -9.636  0.2514
H  25.289  13.868  -7.338  0.1056
H  23.976  12.801  -6.982  0.3121
H  24.633  12.836  -8.635  0.0715
C  19.105  9.416  -4.258  -0.8653
O  18.872  10.372  -5.289  -0.1782
P  19.787  11.716  -5.442  0.0570
O  20.087  12.365  -4.168  -0.7325
O  21.070  11.210  -6.338  0.2441
C  20.939  10.636  -7.614  0.2853
O  18.831  12.648  -6.402  0.2373
C  18.699  14.021  -6.187  -0.6307
H  18.303  9.453  -3.520  0.2705
H  19.986  9.695  -3.679  0.3391
H  19.220  8.395  -4.621  0.2703
H  19.958  10.599  -8.088  -0.6397
H  21.312  9.614  -7.680  0.3747
H  21.487  11.268  -8.313  0.1227
H  19.359  14.547  -6.877  0.1771
H  18.826  14.360  -5.159  0.4644
H  17.699  14.426  -6.337  0.1267
C  18.991  18.524  -2.931  -0.6142
O  20.352  18.326  -3.244  -0.3808
P  20.802  17.223  -4.370  0.2569
O  19.741  16.774  -5.310  0.0824
O  22.067  17.909  -5.057  0.0066
C  23.199  18.276  -4.228  -0.8501
O  21.460  15.976  -3.499  -0.4130
C  22.259  14.985  -4.135  -0.2566
H  18.750  18.003  -2.004  0.2843
H  18.316  18.186  -3.717  0.1931
H  18.818  19.590  -2.781  0.2573
H  22.916  18.291  -3.176  0.3489
H  23.489  19.287  -4.514  0.3221
H  24.068  17.625  -4.320  0.2329
H  21.820  14.101  -3.671  0.2505
H  23.310  15.097  -3.869  0.2889
H  22.035  14.920  -5.199  -0.0478
C  25.527  17.542  -7.173  -0.3421
O  26.641  17.587  -8.108  -0.3540
P  26.597  16.549  -9.328  -0.2065
O  26.837  15.128  -8.978  -0.4445
O  25.182  16.895  -10.021  1.1003
C  24.611  16.150  -11.111  -0.6756
O  27.603  17.255  -10.376  -0.1773
C  28.987  17.162  -10.206  -0.8791
H  24.565  17.437  -7.675  -0.0226
H  25.357  18.468  -6.624  0.3147
H  25.677  16.782  -6.406  0.3454
H  24.197  16.810  -11.873  -0.0766
H  23.769  15.572  -10.729  0.0201
H  25.356  15.493  -11.559  0.6759
H  29.233  16.787  -9.212  0.3638
H  29.371  18.174  -10.330  0.2887
H  29.437  16.620  -11.038  0.2808
C  19.197  10.826  -12.251  -1.0661
O  19.571  12.035  -11.532  0.3877
P  20.998  12.745  -11.794  -0.4445
O  21.309  13.961  -10.967  0.3141
O  21.075  12.898  -13.398  -0.2969
C  20.215  13.760  -14.116  -0.2520
O  22.084  11.529  -11.576  -0.4245
C  23.430  11.718  -11.363  -0.4005
H  18.117  10.792  -12.391  0.3581
H  19.426  9.950  -11.643  0.2753
H  19.682  10.767  -13.225  0.4191
H  20.782  14.657  -14.367  0.0954
H  19.312  13.985  -13.547  0.0827
H  20.008  13.320  -15.091  0.2504
H  23.715  11.030  -10.567  0.2113
H  23.732  12.715  -11.042  -0.0957
H  24.085  11.459  -12.194  0.4067
C  22.133  15.897  -8.118  1.6958
O  22.365  14.532  -8.326  0.8456
H  22.923  16.470  -8.605  -1.2024
H  21.273  16.227  -8.701  -0.3921
H  21.946  16.264  -7.109  -0.5074
H  21.991  14.187  -9.140  -0.2230

Atoms 1-3, force components in eV/Å:
C -0.1 -2.1 0.6
O 2.6 1.0 -1.7
P -1.4 1.5 0.3

Output
SMILES: COP(=O)(OC)OC.COP(=O)(OC)OC.COP(=O)(OC)OC.COP(=O)(OC)OC.COP(=O)(OC)OC.COP(=O)(OC)OC.COP(=O)(OC)OC.COP(=O)(OC)OC.COP(=O)(OC)OC.COP(=O)(OC)OC.CO
HOMO energy: -0.3610 Eh
lowest unoccupied orbital energy: 0.46 eV
total charge: 0
max |F|: 0.07499 Eh/bohr
energy above the lowest of the compared OMol25 structures with the same formula, charge and spin: 79.9 kcal/mol


The following is a DFT calculation (ωB97M-V with the def2-TZVPD basis set) of a molecular structure, C32H14B6FeN2O48 at a distorted geometry.

Last column: Mulliken charge in e.
Element x y z (Å)
Fe  15.900  -25.971  -8.060  2.1843
O  18.624  -25.162  -4.463  -0.6367
C  18.526  -24.122  -5.071  0.4560
O  18.913  -22.921  -4.657  -0.6129
B  18.512  -21.880  -5.638  0.8255
O  18.267  -22.644  -6.892  -0.4956
C  18.084  -23.890  -6.526  0.5030
O  17.544  -24.734  -7.207  -0.4502
O  19.635  -20.900  -5.754  -0.6123
C  19.262  -19.749  -5.247  0.4141
O  19.865  -18.713  -5.125  -0.6255
C  17.768  -19.870  -4.872  0.5562
O  17.376  -21.055  -5.298  0.1255
O  17.047  -18.987  -4.509  -0.5816
O  14.940  -25.329  -6.154  -0.0088
C  14.502  -24.925  -5.096  0.7515
O  15.133  -24.155  -4.224  -0.2499
B  14.214  -23.772  -3.111  0.9383
O  13.143  -24.757  -3.244  -0.5616
C  13.194  -25.315  -4.424  0.1614
O  12.277  -25.933  -4.916  -0.6411
O  14.914  -23.777  -1.826  -0.5322
C  15.018  -22.581  -1.387  0.4768
O  15.675  -22.196  -0.438  -0.6502
C  14.270  -21.645  -2.398  0.6961
O  13.633  -22.413  -3.222  -0.4197
O  14.145  -20.435  -2.353  -0.6124
O  16.602  -27.425  -9.344  -0.4382
C  16.751  -28.137  -10.326  0.3620
O  16.441  -27.831  -11.525  -0.3263
B  17.016  -28.838  -12.445  1.4310
O  17.614  -29.863  -11.577  -0.4992
C  17.501  -29.486  -10.294  0.0015
O  17.809  -30.072  -9.282  -0.6123
O  17.979  -28.190  -13.381  -0.5935
C  17.653  -28.438  -14.601  0.7628
O  18.189  -28.075  -15.655  -0.6669
C  16.366  -29.234  -14.565  0.5305
O  16.032  -29.484  -13.288  -0.5722
O  15.791  -29.582  -15.548  -0.6095
O  14.527  -25.968  -9.993  0.4153
C  13.790  -26.117  -10.950  0.2258
O  13.703  -25.420  -12.036  -0.4064
B  12.870  -26.176  -13.034  0.9596
O  12.208  -27.273  -12.237  -0.5638
C  12.809  -27.304  -11.063  0.2937
O  12.656  -28.127  -10.187  -0.6298
O  13.619  -26.659  -14.225  -0.2276
C  13.106  -26.165  -15.321  0.5972
O  13.430  -26.446  -16.448  -0.6156
C  11.949  -25.223  -14.906  0.4938
O  11.790  -25.351  -13.616  -0.6326
O  11.253  -24.482  -15.584  -0.6708
O  19.763  -23.664  -10.578  -0.6158
C  18.811  -23.793  -11.277  0.1306
O  18.710  -23.377  -12.541  -0.5334
B  17.412  -23.726  -13.086  1.2030
O  16.624  -24.278  -11.960  -0.0917
C  17.435  -24.381  -10.951  0.5167
O  17.178  -24.942  -9.895  -0.6747
O  16.663  -22.553  -13.700  -0.5355
C  16.376  -22.746  -14.954  0.5129
O  15.832  -22.012  -15.760  -0.6653
C  16.719  -24.273  -15.203  0.6032
O  17.384  -24.727  -14.165  -0.4238
O  16.483  -24.900  -16.211  -0.6124
O  15.095  -24.147  -8.441  -0.3657
C  14.502  -23.042  -8.449  0.7004
O  13.965  -22.449  -7.480  -0.3860
B  13.278  -21.181  -7.967  1.0828
O  13.478  -21.186  -9.401  -0.4901
C  14.199  -22.263  -9.741  -0.2007
O  14.580  -22.681  -10.794  -0.1616
O  13.898  -20.028  -7.293  -0.5040
C  13.075  -19.587  -6.356  0.5988
O  13.233  -18.709  -5.551  -0.5892
C  11.706  -20.379  -6.498  0.6688
O  11.860  -21.178  -7.529  -0.5812
O  10.740  -20.318  -5.784  -0.6372
C  19.216  -31.117  -4.662  -1.4235
C  18.237  -30.374  -5.581  0.2011
C  18.489  -28.884  -5.327  -0.7528
C  17.580  -27.998  -6.079  0.3913
N  16.904  -27.226  -6.592  -0.0854
H  20.267  -30.881  -4.832  0.3357
H  19.098  -32.179  -4.882  0.4009
H  19.074  -30.931  -3.597  0.3452
H  17.218  -30.676  -5.333  0.1157
H  18.275  -30.667  -6.631  0.2156
H  19.471  -28.607  -5.715  0.3364
H  18.415  -28.665  -4.263  0.3115
C  13.747  -30.739  -6.154  -0.8429
C  12.336  -30.160  -6.475  -0.6175
C  12.238  -28.640  -6.668  -0.5252
C  13.443  -28.048  -7.329  0.2258
N  14.326  -27.519  -7.828  -0.0381
H  13.859  -30.815  -5.073  0.2939
H  14.506  -30.157  -6.676  0.1221
H  13.798  -31.734  -6.597  0.3942
H  11.542  -30.594  -5.868  0.4488
H  12.028  -30.497  -7.468  0.2553
H  11.915  -28.089  -5.785  0.2453
H  11.471  -28.388  -7.404  0.2913

Atoms 1-3, force components in eV/Å:
Fe -0.3 1.3 -1.2
O -0.4 0.6 -0.8
C 1.2 0.6 0.7

Output
HOMO energy (alpha / beta): -0.1327 / -0.1327 Eh
lowest unoccupied orbital energy (alpha / beta): 4.05 / 1.06 eV
total charge: -3
max |F|: 0.08008 Eh/bohr
energy above the lowest of the compared OMol25 structures with the same formula, charge and spin: 22.7 kcal/mol
multiplicity: 6